The following is a DFT calculation (ωB97M-V/def2-TZVPD) of C14H20AsCl2N4O3ReS as an isolated structure.

CARTESIAN COORDINATES (ANGSTROEM)
Re  0.58  -0.08  0.71
N  -2.31  -7.77  1.47
C  -1.96  -6.54  1.10
C  -1.16  -6.34  -0.06
C  -0.82  -5.09  -0.46
C  -1.25  -3.98  0.31
C  -2.04  -4.16  1.47
C  -2.39  -5.42  1.85
S  -0.87  -2.47  -0.21
O  -1.51  -1.37  0.57
O  -0.83  -2.33  -1.64
N  0.69  -2.04  0.36
C  1.91  -2.01  -0.33
N  2.40  -0.80  -0.01
C  3.60  -0.42  -0.50
C  4.28  -1.33  -1.27
C  3.67  -2.57  -1.55
N  2.45  -2.92  -1.08
H  -2.03  -8.58  0.94
H  -2.89  -7.93  2.27
H  -0.83  -7.20  -0.62
H  -0.23  -4.95  -1.36
H  -2.38  -3.31  2.04
H  -3.00  -5.57  2.73
H  3.98  0.55  -0.25
H  5.26  -1.10  -1.66
H  4.17  -3.30  -2.17
C  -2.06  2.30  -1.35
As  -0.74  1.30  -2.26
C  -1.53  0.02  -3.40
C  0.41  2.46  -3.21
O  0.31  0.49  -1.09
H  -2.67  2.78  -2.12
H  -1.61  3.08  -0.74
H  -2.71  1.64  -0.77
H  -1.73  0.52  -4.34
H  -2.45  -0.35  -2.96
H  -0.83  -0.80  -3.55
H  -0.20  3.00  -3.93
H  1.17  1.88  -3.73
H  0.88  3.17  -2.52
Cl  0.64  -0.45  3.11
C  -0.30  1.07  3.40
Cl  -0.60  1.76  1.74
H  0.31  1.77  3.97
H  -1.25  0.82  3.85

As for the total energy: -4621.7804 Ha. The calculation puts the HOMO energy (alpha / beta) at -15.93 / -15.94 eV. The multiplicity is 4. Its charge is +3. As for the LUMO energy (alpha / beta): -10.306 / -11.213 eV.